(1)
The following is a DFT calculation (wB97M-V/def2-TZVPD) of a 10-piece molecular cluster, C21H47FN13O21S overall.

CARTESIAN COORDINATES (ANGSTROEM)
C -5.07036 4.46671 -3.76616
H -5.79047 2.29569 5.86377
H 7.33506 -1.91395 -1.87727
H 0.33927 -1.08484 2.96812
C -0.14722 -0.95039 -2.41870
O 5.90530 0.78726 0.16340
H -1.82959 -1.46840 -3.40059
H -1.36992 -1.53340 3.26455
C -1.18531 -4.12022 -3.48686
O -1.82376 1.79536 5.18650
N -1.46438 -1.65361 -2.44136
H -0.38928 -5.81345 0.00438
O -6.00248 3.50641 -5.64832
N 0.40652 4.29911 -2.74830
O -7.01912 5.21207 -4.76855
N 4.73667 -4.76914 1.41297
C -0.46074 -1.12619 3.70475
H -4.35573 1.65692 5.00174
N -5.57405 2.70050 1.62562
H -6.91644 3.25374 0.12111
H -5.98072 1.57004 4.23802
N 0.90118 -1.31695 -3.13096
H -1.18966 3.22099 -3.56383
C 6.36427 -2.51296 -1.88013
O 6.70944 -3.87079 -2.24324
H 4.81942 -4.31805 -1.26863
O 5.46524 -5.74345 1.42372
H -0.81012 0.86290 -1.64757
C -0.88454 -5.62273 -3.37438
H 3.60374 2.77425 1.13673
C 2.22940 -0.61035 -3.16469
C -1.61167 3.48970 0.21461
N 0.03221 0.25638 -1.55717
H -1.06385 3.53570 7.75641
S 0.18089 -0.18967 0.09951
O -0.15472 4.80547 -1.78686
H 5.14859 -5.21480 -2.87149
C -0.90288 -3.81084 -0.92984
O -1.16401 -0.23629 0.78080
C 4.68560 -0.56964 -2.36516
H 3.13191 -3.77397 2.34838
H -7.17206 1.61721 0.82246
N -6.12036 4.39069 -4.81514
H 5.33720 -0.12134 -1.54275
H 4.70822 1.84972 2.20346
H -0.88683 -3.23555 0.05356
O -6.12362 3.19938 2.59028
O -6.15344 0.15143 6.87867
O 1.59909 4.06524 -2.83485
O -4.37851 2.47216 1.52966
C -0.62322 -5.32055 -1.01188
H -0.88322 -6.31462 -4.29388
N 5.18237 1.77123 0.16911
O -2.81496 3.48932 6.11862
H -5.07640 3.52126 -3.22564
H -1.38670 -3.70437 -4.54125
H -1.83482 4.31484 0.88813
H -1.62020 2.54070 0.75177
H 6.12695 -5.67708 -1.34684
H 2.94834 -0.11322 -1.04499
N -5.63661 0.19640 5.77505
O -3.55603 4.24067 -0.77756
H -4.11701 4.62994 -4.26715
C 5.64854 -4.80641 -1.92154
C -0.84910 2.71964 7.06906
H 0.81164 -2.13660 -3.76755
H 3.52220 0.98424 1.16531
C 5.38952 -1.89132 -3.00494
H -5.81452 1.90781 -0.31097
O 5.21792 2.68669 -0.63442
H -0.84839 1.76416 7.59243
H 4.59341 0.17934 -3.23879
O 0.90760 -1.48316 0.28069
N -0.04931 -2.03548 4.80582
N -1.92019 2.66597 6.03988
O -2.55008 2.53260 -1.67157
C -0.44753 3.93965 -3.91085
H -0.65963 3.65187 -0.29035
O 4.78049 -3.85315 0.60167
H 6.02395 -1.51216 -3.89127
C -6.43701 2.34004 0.47050
H -5.30067 5.29398 -3.09747
H -0.91951 4.85465 -4.26705
H 0.18038 3.50306 -4.68557
H 3.06319 -5.56456 2.38342
O -5.27524 -0.76639 5.11621
O 1.05130 -2.56066 4.71809
H 5.82251 -2.43389 -0.87085
H 3.04592 -1.91628 -1.42069
H 2.13167 0.53071 -3.26389
C 3.15942 -0.87825 -1.88074
O -0.84193 -2.19018 5.71638
C 4.17203 1.85326 1.25517
C -1.21224 -3.10352 -2.30183
H 4.62811 -2.63515 -3.41610
H 0.09483 2.88852 6.55227
N -0.60417 -6.20722 -2.11479
F 1.12086 1.02330 0.81209
H 2.80809 -1.01612 -4.07507
C -5.42486 1.53849 5.17280
N -2.66257 3.42087 -0.82805
C 3.70512 -4.68986 2.48103
H 4.22377 -4.68494 3.43883
H -0.63738 -0.14216 4.13873

Total charge: +1
Energy (Ha): -3616.91707
LUMO energy (Eh): -0.212

---

(2)
The following is a DFT calculation (wB97M-V/def2-TZVPD) of one molecule with the formula C4H5NO2.

CARTESIAN COORDINATES (ANGSTROEM)
N 1.52632 -0.09396 0.76310
O 0.38266 -0.86020 -1.03738
H 1.08235 1.80351 -0.00922
H -0.67183 0.87356 -1.42917
H 0.00771 1.29937 1.31050
O -2.30911 0.34264 0.86955
C -0.38713 0.25855 -0.57026
H -1.85516 -1.35800 -0.14541
C -1.63210 -0.30049 0.10796
C 1.36296 -1.00105 -0.10215
C 0.55264 0.95135 0.42973
H 1.94068 -1.91528 -0.18725

Energy above the lowest of the compared OMol25 structures with the same formula, charge and spin (kJ/mol): 118.93
Total charge: 0
Energy (Ha): -360.62412
LUMO energy (Eh): 0.025

---

(3)
The following is a DFT calculation (wB97M-V/def2-TZVPD) of C17H30N5O4SY as an isolated structure.

CARTESIAN COORDINATES (ANGSTROEM)
C 3.30574 0.90722 1.91986
H -1.57416 -2.76704 -1.74286
H 6.86409 0.44303 0.65718
C 1.85958 1.02887 2.41306
C -1.12147 -3.18852 0.93107
S -0.63499 1.26873 -0.76177
C 5.62125 1.42300 2.12509
C 5.86501 0.60052 1.03612
C 4.78942 -0.02641 0.43107
H -0.44965 -3.98188 -2.35161
N 0.73274 -2.42681 -0.44987
C -3.60020 1.00633 3.07885
C -1.92736 0.73188 0.25134
H -1.83080 -3.99673 1.14209
H 0.80510 1.91618 -4.35151
H -2.65870 0.28196 -2.24296
H 1.20300 -5.06669 -0.77955
O 1.23953 1.09095 -4.02704
N -1.70936 0.53330 1.54367
H 0.65699 4.47739 -3.27207
H -3.03015 1.80624 3.54912
C 0.52267 -4.83358 0.04186
H -3.86618 0.22347 0.39052
O 2.28496 0.55927 -2.14601
H -3.20701 -0.84912 2.00392
H 2.59394 3.31441 -2.76358
N 3.53516 0.12006 0.86210
H 4.93284 -0.66666 -0.43165
H -0.17535 -5.66544 0.16713
H -1.69495 -2.28277 0.70412
C 1.74347 1.39640 -2.85118
H 1.11844 -4.73886 0.95236
H 6.43827 1.92958 2.62272
H -4.20137 2.05573 -3.10604
H -1.83028 -4.48403 -1.35525
H -0.73014 0.64052 1.84990
Y 1.40816 -0.62918 -0.19051
H 4.06163 2.21322 3.41261
O 1.59747 1.89155 3.22965
H -4.24274 0.55100 3.83154
C 1.64515 2.85854 -2.46668
C -1.07244 -3.70780 -1.49802
H -0.53096 -2.99974 1.83082
H -4.32619 -0.07320 -1.81677
H -4.23782 1.45627 2.31589
H 1.56987 2.91553 -1.37823
C -0.19404 -3.50853 -0.25344
H -2.06630 -0.50817 3.26742
H -3.09538 2.73267 -1.90116
C -3.91806 2.03399 -2.05399
C -2.65914 -0.03295 2.48705
C 4.32188 1.58573 2.57279
N 0.55763 3.47278 -3.21017
H -4.77097 2.37920 -1.46888
H -0.32415 3.27140 -2.74538
C -3.50742 0.62935 -1.65475
O 1.06076 0.16347 1.89711
N -3.14699 0.52435 -0.24713

Energy above the lowest of the compared OMol25 structures with the same formula, charge and spin (kJ/mol): 0.00
Total charge: 0
Energy (Ha): -1677.17327
LUMO energy (Eh): 0.010

---

(4)
The following is a DFT calculation (wB97M-V/def2-TZVPD) of a 2-piece molecular cluster, C23H33Cl4FNO5S overall.

CARTESIAN COORDINATES (ANGSTROEM)
H 0.21769 -5.80008 -0.89142
H -4.39743 4.81110 3.23147
H -3.64502 1.86320 2.03572
Cl 5.71385 1.66568 -2.60251
C 2.71053 1.92660 2.57613
H -2.70319 -5.32668 1.16255
H -2.26156 -5.12458 -1.38985
H 4.36450 0.60351 3.11844
C -0.75067 2.02227 0.61903
H -2.68339 -1.63942 0.34529
Cl 5.75844 -0.78833 -1.08002
H -2.69154 4.49133 0.98702
C 3.15891 2.00243 1.13577
H -0.02930 -3.71616 -1.68615
C -2.51349 -4.39217 0.63762
H -2.22852 4.04915 2.64394
H 3.01279 2.97946 -1.61768
N 0.10473 1.39846 -1.56522
C -1.63884 -4.69912 -0.60004
C -0.87666 -3.45154 -1.05523
H 1.62189 1.84746 2.60397
O 4.09230 1.41319 0.68348
H -3.27052 2.28845 0.37436
O 2.40635 2.86198 0.35914
C -2.95587 3.88026 1.85359
C -1.16440 -1.06872 -1.70765
C -2.93541 2.41058 1.41243
C 2.29666 2.44131 -0.99395
H -1.04732 -6.73162 -0.02688
C 3.30281 0.72436 3.31107
H 1.00681 2.94809 -2.60302
H -2.79088 -2.44334 -1.37217
C -1.30732 -0.23331 -0.57743
H 2.99973 2.86419 3.05603
H 0.25447 2.12455 1.03149
H 0.34704 3.47302 -1.08160
S -0.00221 -1.45403 -4.26871
C -2.10946 -0.75480 0.60142
C -4.38460 4.30380 2.26952
F 0.87016 -2.61413 -3.72940
Cl 8.02613 -0.05373 -2.70230
C -1.25056 -1.07084 1.74956
H 2.55843 1.38629 -1.10903
Cl 7.43687 1.42409 -0.29835
H -0.48371 -2.96332 -0.15674
H -4.79757 4.97804 1.52096
O -1.18841 -1.97850 -4.83955
H -0.98659 2.99310 0.16567
H 3.16893 0.89419 4.38131
H 2.74470 -0.18267 3.08211
H -2.84384 -0.00761 0.89718
C -0.49447 -1.14674 2.67755
C -0.59687 -5.75217 -0.16647
H -1.86684 -2.72928 -2.83717
C 6.73863 0.55939 -1.66723
O -1.67424 1.77087 1.62016
C 0.88802 2.66524 -1.55919
O 0.80320 -0.59370 -5.06244
H -1.94558 -3.75244 1.31688
C 0.26753 0.62627 -2.64244
C -0.68389 1.01193 -0.52229
C -0.35014 -0.58817 -2.75097
C -1.79164 -2.42541 -1.79744
H -0.14621 -5.42231 0.77387
H -3.45229 -3.90369 0.37221
H 0.91719 0.96752 -3.43696
H 0.21846 -1.31865 3.44955
H -5.06728 3.45592 2.34102

Total charge: +1
Energy (Ha): -3665.64216
LUMO energy (Eh): -0.156

---

Going through the records in order, we get frontier orbital gap values of 5.45, 10.60, 6.20, 8.74 eV.
Going through the records in order, we get largest force on an atom values of 6.36, 0.58, 0.74, 1.76 eV/A.